1.
C5H7N | ωB97M-V/def2-TZVPD

Output
* ΔE to the lowest compared entry with this formula, charge and spin: 102.12 kcal per mole
* energy: -249.31051 a.u.
* HOMO: -8.9764 eV
* SMILES string: C1[C@@H]2[C@H]1[C@@H]1N[C@H]21

The geometry in XYZ format:
```
13
C5H7N ωB97M-V/def2-TZVPD
C -1.11573 0.14911 0.83094
C -0.45952 -0.97986 0.09815
C -0.76907 0.32290 -0.61491
C 0.75484 0.54092 -0.88253
N 1.57123 0.67207 0.28559
C 1.02181 -0.72696 -0.21287
H -2.17477 -0.00497 1.01919
H -0.62343 0.69404 1.63267
H -0.93397 -1.94834 -0.01411
H -1.51744 0.50717 -1.37600
H 1.13400 0.92543 -1.82060
H 1.10876 1.00130 1.12476
H 2.03835 -1.05217 -0.02120
```



2.
C10H14BN7O3Re | ωB97M-V/def2-TZVPD

Output
* net charge: +4
* 2S+1: 4
* energy: -1099.43683 a.u.
* HOMO (alpha / beta): -22.6150 / -22.4545 eV

The geometry in XYZ format:
```
36
C10H14BN7O3Re ωB97M-V/def2-TZVPD
C -2.44562 0.85390 0.25160
N -1.17571 0.40300 0.15270
N -1.18578 -0.68969 -0.69567
C -2.42717 -0.80598 -1.23752
C -3.24549 0.15208 -0.65931
B 0.06323 -1.52175 -1.10814
N 1.08869 -0.31776 -1.34140
N 1.34999 0.77400 -0.50142
C 2.24964 1.57767 -1.14870
C 2.47418 1.06217 -2.42476
C 1.69606 -0.07949 -2.53224
Re 0.29693 1.97036 1.01186
N 0.47983 -2.87726 -0.39857
N 0.62360 -3.01992 0.96786
C 1.05234 -4.26022 1.19830
C 1.06631 -5.01359 -0.00930
C 0.68765 -4.10395 -0.99762
H 1.29966 -4.61897 2.19199
H 0.55513 -4.22949 -2.06478
H 1.34276 -6.05442 -0.06554
H -0.21871 -1.97969 -2.19912
H 1.51706 -0.68426 -3.41621
H -2.63930 -1.48991 -2.04966
H 3.08774 1.53662 -3.17139
H -4.27941 0.37445 -0.85610
H 2.65725 2.44631 -0.64535
H -2.68343 1.60502 0.99876
H 1.24110 4.19008 1.85441
C 0.34195 3.90567 1.28137
H 0.32691 4.46224 0.33631
H 1.72743 2.11557 1.53318
H -0.53345 4.19873 1.88046
O -2.66628 2.97670 2.86399
N -2.22859 2.65321 3.97818
O -1.22970 3.12916 4.51784
O -0.26679 1.35942 2.50397
```



3.
C21H39N5O5S | ωB97M-V/def2-TZVPD

Output
* ΔE to the lowest compared entry with this formula, charge and spin: 446.23 kcal per mole
* energy: -1871.11351 a.u.
* HOMO: -8.0167 eV
* SMILES string: Nc1cc(C[C@@H]2CO2)c2nsnc2c1.COCCNCCOC.COCCNCCOC

The geometry in XYZ format:
```
71
C21H39N5O5S ωB97M-V/def2-TZVPD
N 2.16120 -1.64001 -0.94849
C 1.18738 -0.76914 -1.71214
C -0.22762 -1.44856 -2.18526
C -1.31401 -0.48950 -2.97571
C -2.74660 -1.21617 -3.39426
C -3.61961 -1.10602 -1.84301
C -5.19230 -0.38159 -1.96998
O -3.87070 0.34246 -1.31150
C -1.11491 1.09704 -3.33743
N -2.13898 1.99560 -4.03753
S -1.24970 3.53223 -4.09813
N 0.30532 3.14756 -3.31954
C 0.33835 1.70097 -2.87843
C 1.46077 0.80462 -2.08698
H 2.62361 -2.35972 -1.54588
H 2.83943 -0.97637 -0.51210
H -0.47359 -2.58945 -1.97185
H -2.64773 -2.35862 -3.62718
H -3.37999 -0.60415 -4.16413
H -3.47916 -2.05162 -1.03060
H -5.32245 0.47651 -2.75620
H -5.67050 -0.42280 -0.89179
H 2.48102 1.27714 -1.76165
C -4.89886 1.89454 4.97148
O -6.14514 2.55928 4.80865
C -6.01539 3.94116 4.44687
C -6.40958 4.16470 2.97697
N -5.41818 3.59234 2.06438
C -5.87417 3.48742 0.67188
C -7.13398 2.64294 0.38368
O -6.95862 1.23821 0.57561
C -7.04970 0.81076 1.92571
H -5.08663 0.93884 5.46757
H -4.43155 1.69247 4.01019
H -4.21640 2.47998 5.60257
H -5.01761 4.33602 4.66587
H -6.72771 4.48832 5.07561
H -6.49641 5.23910 2.78587
H -7.39349 3.71118 2.83224
H -5.16279 2.66225 2.38171
H -5.04239 3.05117 0.10465
H -6.02641 4.49829 0.27750
H -7.36437 2.76650 -0.68116
H -8.01905 3.00255 0.91937
H -7.77986 1.38860 2.50034
H -6.06539 0.85714 2.39544
H -7.35841 -0.23723 1.93552
C 9.38426 -0.72183 -1.01964
O 9.49902 -2.01607 -0.44228
C 9.08966 -2.06992 0.93134
C 7.74555 -2.80352 1.07682
N 6.64112 -2.00844 0.53704
C 5.39307 -2.76128 0.35371
C 5.41901 -3.99089 -0.57940
O 5.59344 -3.67785 -1.96231
C 6.93656 -3.42844 -2.34647
H 9.92915 -0.72374 -1.96717
H 8.34552 -0.47289 -1.22542
H 9.82981 0.04352 -0.36966
H 9.06556 -1.07886 1.39681
H 9.85426 -2.65691 1.45377
H 7.55817 -3.00712 2.13598
H 7.83989 -3.76005 0.55637
H 6.90971 -1.62255 -0.36293
H 4.65865 -2.05207 -0.04826
H 5.02419 -3.07025 1.33811
H 4.43338 -4.46606 -0.50877
H 6.13651 -4.75363 -0.25839
H 7.65200 -4.04725 -1.79651
H 7.16647 -2.36875 -2.22050
H 7.03793 -3.65214 -3.41106
```



4.
C20H24CoIN4O | ωB97M-V/def2-TZVPD

Output
* net charge: -2
* 2S+1: 5
* energy: -2750.95212 a.u.
* HOMO (alpha / beta): 2.4858 / 0.4483 eV

The geometry in XYZ format:
```
51
C20H24CoIN4O ωB97M-V/def2-TZVPD
C 2.22989 -0.21577 -4.15945
I -2.04829 0.77153 -3.11757
H 1.36012 -0.80055 -4.49544
H 3.06422 -0.92100 -4.22339
H 2.22223 0.63526 -4.89042
C -1.35926 4.04906 -0.26090
C -2.55749 3.43548 -0.43495
N -2.38786 2.11257 -0.11209
C -1.07860 1.88297 0.18891
N -0.47261 3.10267 0.19980
H -1.07146 5.06822 -0.47745
H -3.48192 3.82971 -0.82445
C 1.72880 -3.62508 -0.83195
C 0.66261 -1.78409 -1.55307
N 1.62814 -2.25278 -0.73190
H 0.55291 -5.03242 -2.02498
N 0.11660 -2.91744 -2.10033
H 2.46732 -4.15231 -0.27194
Co -0.08201 -0.00546 -1.95070
C 1.92203 0.17857 -2.78252
O 2.55702 0.71414 -1.88421
C 0.78362 -4.03920 -1.68812
C -1.04004 -2.96113 -2.97224
H -1.92245 -3.36783 -2.44251
H -0.83535 -3.59023 -3.85337
H -1.29008 -1.93494 -3.30259
C 2.45441 -1.47140 0.18782
H 2.91358 -2.20036 0.86839
H 1.80049 -0.79130 0.75952
H 3.21916 -0.90970 -0.36050
C 0.93790 3.33716 0.42368
H 1.06759 4.41109 0.57515
H 1.52035 3.02865 -0.44807
H 1.28333 2.79386 1.30466
C -3.41574 1.10679 -0.24512
H -3.02679 0.16025 0.12527
H -3.66980 1.00158 -1.30763
H -4.32743 1.42837 0.26565
C -0.39937 0.62052 0.13284
C 0.01170 0.09198 1.25439
C -0.07097 -0.04736 2.65175
C -1.23146 0.42269 3.32529
C -1.32869 0.39352 4.71006
C -0.25187 -0.05407 5.49816
C 0.89699 -0.54582 4.85656
C 0.98671 -0.57104 3.46480
H -2.06533 0.79984 2.71970
H -2.24042 0.74063 5.20094
H -0.32658 -0.03466 6.59314
H 1.72953 -0.90261 5.46997
H 1.86466 -0.98858 2.97141
```



5.
C5H4As3BrF26OPt | ωB97M-V/def2-TZVPD

Output
* net charge: -2
* 2S+1: 3
* ΔE to the lowest compared entry with this formula, charge and spin: 42.68 kcal per mole
* energy: -12265.73085 a.u.
* HOMO (alpha / beta): -3.4696 / -3.6389 eV

The geometry in XYZ format:
```
41
C5H4As3BrF26OPt ωB97M-V/def2-TZVPD
Pt -15.91690 7.20840 -22.70332
As -15.14730 4.83707 -19.99048
F -16.27836 3.69018 -20.74547
F -14.96739 5.77496 -21.50861
F -14.02539 6.02401 -19.20998
F -15.38170 3.96403 -18.39980
F -13.78183 3.79090 -20.35557
F -16.46415 5.93096 -19.54320
As -17.73078 10.36901 -23.86493
F -16.27767 11.06772 -23.08315
F -18.71135 10.51176 -22.35546
F -19.11345 9.52879 -24.66019
F -16.81062 10.14573 -25.37074
F -17.11469 8.78314 -23.29711
F -18.35043 11.91120 -24.48533
As -19.50809 5.68981 -22.29879
F -18.96601 4.30977 -21.27878
F -17.77345 6.37777 -22.17747
F -19.92509 7.09226 -23.38312
F -21.12608 5.01312 -22.50939
F -19.91845 6.59930 -20.80182
F -19.00582 4.81053 -23.78809
Br -16.05288 5.70381 -24.78154
C -14.15959 9.26089 -20.95202
C -13.17550 8.43075 -21.76196
C -11.88524 9.22640 -22.05498
F -12.10453 10.31753 -22.79312
F -11.33221 9.60643 -20.93336
F -12.92765 7.26851 -21.19797
F -13.72018 8.06005 -22.93433
O -15.46013 8.55404 -21.02357
C -16.42767 9.03891 -20.12146
C -16.22442 8.73687 -18.56550
F -15.18001 9.49105 -18.12696
F -17.24136 9.07848 -17.83918
F -16.62211 10.32381 -20.51871
F -17.49886 8.38784 -20.45261
H -14.30822 10.25805 -21.36635
H -13.76872 9.43486 -19.94949
H -11.16873 8.62611 -22.61566
H -15.95504 7.71589 -18.29507
```



6.
C7H9FO | ωB97M-V/def2-TZVPD

Output
* ΔE to the lowest compared entry with this formula, charge and spin: 120.85 kcal per mole
* energy: -447.02623 a.u.
* HOMO: -8.8596 eV
* SMILES string: C=C=CO.CCC#CF

The geometry in XYZ format:
```
18
C7H9FO ωB97M-V/def2-TZVPD
C -2.04997 -3.96741 -1.17120
C -2.11803 -2.74628 -0.76266
C 0.08564 0.68391 -1.12698
C 0.89533 -0.04419 -1.62723
C 0.47462 2.82811 -0.17455
C -0.51864 1.67327 -0.34218
C -2.05371 -1.56135 -0.22601
O -1.02070 -1.06970 0.52253
F 1.76391 -0.80565 -2.16440
H -2.40396 -4.87709 -0.59812
H -1.64376 -4.27932 -2.08303
H 1.45811 2.30992 0.07456
H 0.57327 3.35945 -1.11426
H 0.19977 3.52203 0.65857
H -1.37510 2.22400 -0.86270
H -0.97590 1.26963 0.46902
H -2.86395 -0.83151 -0.36466
H -0.48251 -1.81145 0.81557
```



7.
C18H54I2O18Pt | ωB97M-V/def2-TZVPD

Output
* 2S+1: 3
* energy: -2787.09875 a.u.
* HOMO (alpha / beta): -7.6485 / -8.4452 eV

The geometry in XYZ format:
```
93
C18H54I2O18Pt ωB97M-V/def2-TZVPD
Pt 0.19837 1.20000 0.43981
I -0.08158 3.13447 2.26232
I 0.95722 -0.57840 -1.57623
C 4.99255 3.28848 0.95147
C 4.24477 3.73974 2.13215
O 3.67382 2.59790 2.80925
O 6.10083 2.36749 1.31707
H 5.57173 4.08695 0.45665
H 4.30642 2.91201 0.25937
H 3.39956 4.36132 1.86657
H 4.85388 4.37338 2.79897
H 2.79460 2.85412 3.06664
H 5.74341 1.45543 1.22250
C 5.95098 -0.54674 -0.34168
C 4.80756 -1.12321 -1.18923
O 4.12619 -2.16142 -0.46678
O 5.33687 -0.30600 0.89660
H 6.29945 0.36066 -0.85656
H 6.73490 -1.28463 -0.20363
H 5.18251 -1.49032 -2.19792
H 4.12404 -0.29802 -1.24544
H 3.22026 -2.14555 -0.74758
H 4.67328 -1.05656 1.02341
C 0.24854 4.75447 -1.17112
C 1.56943 4.00385 -1.05006
O 1.36866 2.57919 -0.95884
O -0.27610 4.67840 -2.54327
H 0.44475 5.79628 -0.88806
H -0.38424 4.24597 -0.39997
H 1.98700 4.16043 -0.05932
H 2.22323 4.16732 -1.91189
H 1.37850 2.34712 -1.90435
H -1.10862 5.14726 -2.66350
C -2.34833 -4.75492 1.02522
C -1.13501 -5.51306 0.37687
O 0.07963 -4.90292 0.71629
O -2.21007 -5.01955 2.47895
H -3.29712 -5.12168 0.65978
H -2.11947 -3.71090 0.89087
H -1.23759 -5.47841 -0.69849
H -1.20354 -6.57795 0.68997
H 0.73656 -5.53142 1.05092
H -1.31564 -4.81664 2.66954
C -3.79104 -2.65823 5.03984
C -3.95497 -1.32897 4.34772
O -3.66617 -1.52654 2.97377
O -2.54316 -3.21538 4.86004
H -4.44659 -3.46026 4.70782
H -3.88669 -2.53876 6.12559
H -3.39074 -0.55419 4.84654
H -5.00522 -1.00975 4.47957
H -3.79481 -0.63866 2.54777
H -2.59358 -3.64647 4.01565
C 1.92482 -0.67247 2.41737
C 0.77847 -1.49027 2.00863
O -0.39989 -0.63858 1.71332
O 2.24498 0.29892 1.40870
H 2.81805 -1.27997 2.56271
H 1.65143 -0.24158 3.40554
H 0.60575 -2.09712 2.88823
H 0.91710 -2.09104 1.08389
H -1.03514 -1.11988 1.16971
H 2.94082 0.90752 1.67607
C -3.27472 2.11773 0.69250
C -2.92104 1.78800 -0.76482
O -1.46863 1.90789 -0.91065
O -2.69641 1.07540 1.40094
H -4.32970 2.03470 0.88187
H -2.90934 3.13138 0.96868
H -3.36710 2.50277 -1.41453
H -3.30458 0.80128 -1.00266
H -1.25875 1.71209 -1.85813
H -1.92686 1.39357 1.85232
C 0.20678 1.61787 -4.73633
C -1.26653 2.01438 -4.82626
O -2.01076 1.68906 -3.71077
O 0.79270 2.30393 -3.60832
H 0.59874 1.97175 -5.74531
H 0.39325 0.58375 -4.50368
H -1.71573 1.61656 -5.65894
H -1.33174 3.11283 -4.96431
H -2.21960 0.73462 -3.68596
H 0.24332 3.15597 -3.49395
C -3.32958 -3.13353 -3.15611
C -3.16384 -1.74608 -2.48768
O -2.16755 -0.96551 -3.17875
O -4.24056 -3.93382 -2.37234
H -2.40818 -3.71687 -3.04811
H -3.52279 -3.07018 -4.28677
H -2.90887 -1.91316 -1.48355
H -4.08861 -1.21568 -2.65775
H -1.28099 -0.95105 -2.74587
H -5.10794 -3.81191 -2.76054
```



8.
C36H30Cl2NORhSb2 | ωB97M-V/def2-TZVPD

Output
* net charge: +2
* 2S+1: 5
* ΔE to the lowest compared entry with this formula, charge and spin: 0.00 kcal per mole
* energy: -3030.62766 a.u.
* HOMO (alpha / beta): -12.9809 / -14.0639 eV

The geometry in XYZ format:
```
73
C36H30Cl2NORhSb2 ωB97M-V/def2-TZVPD
Rh 0.01573 -0.07736 -0.84592
Cl 2.58838 3.91012 1.34837
C 1.92732 3.86961 -0.21548
C 2.00833 4.97531 -1.04087
C 1.46062 4.95051 -2.31098
Cl 1.57280 6.34095 -3.28333
C 0.80122 3.77890 -2.82341
C 0.22871 3.69674 -4.10349
C -0.37273 2.52672 -4.49404
C -0.39246 1.44662 -3.61081
N 0.14393 1.50297 -2.40160
C 0.72651 2.64960 -1.99970
C 1.27550 2.65986 -0.64091
O 1.17013 1.66279 0.10080
H 2.50040 5.87217 -0.69054
H 0.26723 4.54879 -4.76788
H -0.82197 2.42598 -5.47153
H -0.85213 0.50885 -3.89525
C -2.20394 -2.12779 1.62688
C -1.40550 -3.18733 0.86519
C 0.01255 -3.38945 1.40647
Sb 1.36209 -1.89783 0.65716
C 1.93605 -2.71119 -1.21353
C 1.04636 -2.48078 -2.26148
C 1.33027 -2.90088 -3.55345
C 2.53440 -3.54403 -3.80194
C 3.44007 -3.75724 -2.76768
C 3.15050 -3.33444 -1.47660
C 3.05880 -2.03266 1.88272
C 3.75419 -0.89402 2.27665
C 4.87832 -1.02476 3.07851
C 5.30039 -2.28390 3.48281
C 4.60295 -3.41852 3.08976
C 3.47654 -3.29663 2.29023
Sb -1.39755 -0.13465 1.56079
C -2.25997 0.57871 -0.27230
C -2.42313 1.96375 -0.43054
C -3.17657 2.46273 -1.47636
C -3.76502 1.59077 -2.38974
C -3.60711 0.21842 -2.25546
C -2.86625 -0.28641 -1.19416
C -2.68469 0.95944 2.86653
C -4.04872 0.93342 2.58967
C -4.92453 1.59028 3.44020
C -4.43805 2.27102 4.54988
C -3.07703 2.29645 4.81543
C -2.19220 1.63644 3.97284
H -2.25715 -2.38049 2.68761
H -3.23097 -2.05723 1.26393
H -1.37594 -2.95626 -0.20647
H -1.94895 -4.13231 0.94118
H 0.02018 -3.33492 2.49740
H 0.41701 -4.36336 1.13224
H 0.06092 -2.03271 -2.08366
H 0.62332 -2.72902 -4.35428
H 2.77338 -3.88057 -4.80166
H 4.37819 -4.25655 -2.96978
H 3.86870 -3.49644 -0.68141
H 3.42837 0.09014 1.96030
H 5.42489 -0.14450 3.38852
H 6.17673 -2.38269 4.10895
H 4.93382 -4.39812 3.40684
H 2.93602 -4.18732 1.98960
H -1.97484 2.64650 0.28398
H -3.32251 3.53024 -1.57838
H -4.36110 1.98723 -3.20139
H -4.07467 -0.45750 -2.95913
H -2.77615 -1.36074 -1.07089
H -4.43700 0.41541 1.71961
H -5.98672 1.57073 3.23648
H -5.12515 2.78290 5.20987
H -2.70032 2.82580 5.68004
H -1.13080 1.65372 4.18861
```